No. 1
The following is a quantum chemistry calculation of C23H21N3O3 in the gas phase at a distorted geometry, from OMol25.

The geometry in XYZ format:
```
50
Properties=species:S:1:pos:R:3:nbo_charge:R:1
C -4.402 -6.566 -1.516 -0.63
C -3.524 -5.310 -1.674 -0.04
C -2.234 -5.509 -1.678 -0.20
C -1.297 -4.517 -1.487 -0.22
C -1.807 -3.200 -1.217 0.03
C -3.172 -2.938 -1.279 0.26
C -3.993 -4.022 -1.514 -0.22
O -3.786 -1.686 -1.062 -0.48
C -2.995 -0.602 -0.616 0.61
N -3.715 0.481 -0.083 -0.82
C -1.637 -0.730 -0.524 -0.34
C -0.786 0.380 -0.223 0.68
O -1.207 1.383 0.347 -0.66
N 0.529 0.463 -0.674 -0.47
C 1.334 1.580 -0.321 -0.23
C 1.739 1.468 1.181 -0.42
C 1.991 2.887 1.526 -0.14
C 1.000 3.563 2.157 0.01
N 1.438 4.892 2.647 -0.57
C 2.806 4.980 2.307 0.13
C 3.748 5.973 2.537 -0.25
C 5.081 5.693 2.032 -0.21
C 5.399 4.580 1.348 -0.25
C 4.422 3.548 1.134 -0.20
C 3.099 3.750 1.650 -0.02
C 1.050 -0.664 -1.336 0.69
O 2.128 -0.669 -1.829 -0.58
C 0.316 -1.921 -1.665 -0.48
C -0.897 -2.014 -0.706 -0.25
H -3.873 -7.577 -1.566 0.22
H -5.272 -6.579 -2.197 0.22
H -4.724 -6.588 -0.427 0.22
H -1.908 -6.552 -2.019 0.21
H -0.250 -4.678 -1.523 0.22
H -5.067 -3.794 -1.439 0.22
H -3.066 1.095 0.404 0.44
H -4.557 0.860 -0.413 0.40
H 0.738 2.552 -0.531 0.24
H 2.255 1.701 -0.951 0.25
H 2.626 0.839 1.403 0.23
H 0.908 1.123 1.852 0.23
H -0.083 3.141 2.290 0.23
H 0.875 5.550 3.124 0.41
H 3.453 6.873 2.968 0.21
H 5.730 6.589 2.053 0.21
H 6.447 4.418 0.999 0.22
H 4.710 2.662 0.570 0.21
H 1.059 -2.761 -1.676 0.25
H -0.075 -1.855 -2.693 0.24
H -0.553 -2.289 0.308 0.21
```

The value obtained for the highest occupied orbital energy is -7.65 eV. As for the SMILES: Cc1ccc2c(c1)OC(N)=C1C(=O)N(CCc3c[nH]c4ccccc34)C(=O)C[C@@H]12. Its energy above the lowest of the compared OMol25 structures with the same formula, charge and spin is 77.2 kcal per mole. The total energy comes out at -1278.9940 Eh. As for the spin multiplicity: 1.



No. 2
The following is a quantum chemistry calculation of C23H21N3O4S2 as an isolated structure at a distorted geometry, from OMol25.

The geometry in XYZ format:
```
53
Properties=species:S:1:pos:R:3:nbo_charge:R:1
O -3.438 -1.752 2.548 -0.65
C -3.399 -1.944 1.262 0.74
N -2.343 -2.314 0.526 -0.48
C -2.374 -2.726 -0.885 -0.17
H -3.395 -2.940 -1.454 0.23
C -1.675 -1.707 -1.533 -0.27
N -0.413 -1.534 -0.788 -0.56
S 0.335 -0.025 -1.846 2.24
O 0.552 -0.398 -3.177 -0.89
O -0.449 1.049 -1.499 -0.96
C 1.845 0.377 -0.845 -0.32
C 2.829 -0.580 -1.226 -0.16
C 4.187 -0.697 -0.566 -0.03
C 5.285 -1.281 -0.649 -0.21
C 6.433 -1.197 -0.149 -0.15
C 6.506 -0.167 1.032 -0.22
C 5.566 0.546 1.207 -0.18
C 4.261 0.492 0.567 -0.03
C 3.308 1.515 0.653 -0.20
C 1.992 1.277 0.171 -0.21
H 1.123 1.872 0.109 0.26
H 3.200 2.309 1.583 0.23
H 5.624 1.629 1.922 0.19
H 7.453 0.048 1.596 0.23
H 7.280 -1.665 -0.446 0.21
H 5.237 -2.146 -1.412 0.19
H 2.809 -1.648 -1.852 0.25
C -0.383 -1.018 0.447 -0.25
C -1.262 -2.361 1.254 -0.18
H -1.262 -2.174 2.281 0.26
H -0.648 -3.160 0.930 0.19
H 0.566 -1.148 0.746 0.21
H -0.909 -0.197 0.708 0.19
H -1.445 -2.041 -2.639 0.23
H -2.214 -0.743 -1.595 0.20
H -1.881 -3.457 -0.932 0.17
C -4.873 -1.774 0.397 -0.70
H -5.593 -1.370 1.582 0.24
H -5.281 -2.701 0.227 0.24
S -5.100 -0.549 -0.791 0.39
C -3.867 0.533 -0.223 0.33
N -3.373 0.710 0.929 -0.44
C -2.642 1.786 0.642 0.08
C -1.653 2.256 1.484 -0.20
C -1.168 3.667 0.993 -0.20
C -1.285 4.167 -0.133 -0.26
C -2.297 3.569 -0.930 -0.18
C -2.785 2.323 -0.546 0.22
O -3.804 1.765 -1.313 -0.46
H -2.798 4.216 -1.848 0.23
H -0.957 5.221 -0.434 0.22
H -0.297 4.123 1.641 0.19
H -1.126 1.965 2.272 0.22
```

The value obtained for the highest occupied orbital energy is -8.31 eV. Its energy above the lowest of the compared OMol25 structures with the same formula, charge and spin is 446.0 kcal per mole. The total energy comes out at -2149.9880 Eh. As for the spin multiplicity: 1.



No. 3
The following is a quantum chemistry calculation of C23H21N5S2V as an isolated structure at a distorted geometry, from OMol25.

The geometry in XYZ format:
```
52
Properties=species:S:1:pos:R:3:nbo_charge:R:1
V 0.054 0.087 -0.332 1.24
C -2.665 -1.597 4.855 -0.62
C -1.925 -2.663 4.069 -0.22
N -1.978 -2.435 2.614 -0.53
C -1.275 -1.504 1.988 0.34
S -1.560 -1.353 0.239 0.07
N -0.445 -0.727 2.637 -0.39
N 0.123 0.178 1.779 -0.31
C 0.710 1.203 2.302 0.30
C 0.807 1.460 3.761 -0.68
C 1.290 2.127 1.298 0.19
C 1.940 3.310 1.576 -0.20
C 2.419 4.081 0.520 -0.07
C 2.258 3.651 -0.787 -0.22
C 1.624 2.445 -1.006 0.11
N 1.137 1.717 0.013 -0.54
H -2.656 -1.857 5.913 0.24
H -3.704 -1.529 4.533 0.22
H -2.197 -0.621 4.743 0.21
H -2.378 -3.640 4.228 0.23
H -0.876 -2.736 4.359 0.22
H -2.540 -3.053 2.052 0.42
H -0.063 1.048 4.267 0.28
H 0.888 2.523 3.975 0.24
H 1.691 0.959 4.165 0.27
H 2.070 3.635 2.598 0.26
H 2.922 5.016 0.729 0.26
H 2.632 4.226 -1.622 0.27
H 1.487 2.040 -2.002 0.23
S 0.038 -1.096 -4.536 0.60
C -1.356 -0.069 -4.368 -0.23
C -2.257 0.319 -5.354 -0.18
C -3.307 1.130 -4.969 -0.17
C -3.455 1.539 -3.639 -0.16
C -2.559 1.152 -2.662 -0.23
C -1.498 0.340 -3.046 0.16
N -0.484 -0.168 -2.213 -0.59
C 0.371 -0.952 -2.891 0.12
C 1.464 -1.563 -2.144 -0.15
C 2.436 -2.382 -2.697 -0.15
C 3.412 -2.908 -1.859 -0.16
C 3.413 -2.611 -0.501 -0.17
C 2.444 -1.777 0.050 -0.13
C 1.465 -1.243 -0.774 -0.28
H -2.147 -0.003 -6.381 0.25
H -4.030 1.447 -5.707 0.25
H -4.294 2.167 -3.369 0.24
H -2.697 1.459 -1.632 0.22
H 2.440 -2.618 -3.754 0.24
H 4.175 -3.556 -2.267 0.25
H 4.178 -3.034 0.137 0.24
H 2.459 -1.562 1.112 0.22
```

The value obtained for the highest occupied orbital energy (spin up / spin down) is -14.39 / -14.42 eV. Its energy above the lowest of the compared OMol25 structures with the same formula, charge and spin is 0.0 kcal per mole. As for the total charge: +2. The total energy comes out at -2902.7291 Eh. As for the spin multiplicity: 2.



No. 4
The following is a quantum chemistry calculation of C23H21NO6 in the gas phase, from OMol25.

The geometry in XYZ format:
```
51
Properties=species:S:1:pos:R:3:nbo_charge:R:1
O 0.837 3.743 -1.716 -0.62
C 0.502 3.052 -0.774 0.66
C -0.985 2.934 -0.409 -0.16
O -1.358 1.569 -0.399 -0.50
C -2.655 1.237 -0.210 0.34
C -3.693 2.153 -0.002 -0.31
C -4.979 1.702 0.185 -0.14
C -5.279 0.338 0.177 -0.21
C -6.592 -0.196 0.363 -0.09
C -6.787 -1.528 0.342 -0.34
C -5.687 -2.457 0.136 0.73
O -5.785 -3.657 0.112 -0.55
O -4.441 -1.910 -0.042 -0.47
C -4.229 -0.577 -0.027 0.42
C -2.932 -0.127 -0.218 -0.32
N 1.382 2.404 0.009 -0.43
C 1.085 1.519 1.110 -0.21
C 1.327 0.069 0.686 -0.40
C 2.788 -0.119 0.260 -0.21
C 3.713 0.060 1.459 0.81
O 4.750 0.667 1.457 -0.60
O 3.272 -0.592 2.542 -0.69
C 3.106 -1.524 -0.241 0.09
C 4.425 -1.832 -0.566 -0.23
C 4.766 -3.089 -1.031 -0.20
C 3.794 -4.063 -1.178 -0.22
C 2.483 -3.769 -0.851 -0.19
C 2.140 -2.512 -0.381 -0.25
C 3.124 0.911 -0.833 -0.39
C 2.772 2.332 -0.395 -0.24
H -1.537 3.486 -1.179 0.22
H -1.168 3.402 0.569 0.19
H -3.497 3.213 0.011 0.23
H -5.779 2.410 0.341 0.22
H -7.413 0.490 0.517 0.22
H -7.757 -1.978 0.477 0.24
H -2.137 -0.836 -0.378 0.24
H 0.056 1.640 1.442 0.22
H 1.749 1.783 1.942 0.19
H 1.085 -0.599 1.513 0.23
H 0.672 -0.146 -0.159 0.22
H 3.917 -0.518 3.263 0.50
H 5.196 -1.086 -0.447 0.22
H 5.795 -3.307 -1.276 0.21
H 4.057 -5.045 -1.542 0.22
H 1.716 -4.522 -0.958 0.21
H 1.111 -2.318 -0.129 0.21
H 4.187 0.873 -1.068 0.23
H 2.560 0.657 -1.732 0.22
H 2.918 3.031 -1.219 0.25
H 3.404 2.631 0.447 0.21
```

The value obtained for the highest occupied orbital energy is -8.75 eV. As for the SMILES: O=C(COc1ccc2ccc(=O)oc2c1)N1CCC(C(=O)O)(c2ccccc2)CC1. Its energy above the lowest of the compared OMol25 structures with the same formula, charge and spin is 13.7 kcal per mole. The total energy comes out at -1395.3019 Eh. As for the spin multiplicity: 1.



No. 5
The following is a quantum chemistry calculation of a 2-piece molecular cluster, C23H21O5 overall at a distorted geometry, from OMol25.

The geometry in XYZ format:
```
49
Properties=species:S:1:pos:R:3:nbo_charge:R:1
C -1.155 1.444 2.928 -0.62
C -1.181 -0.013 3.196 -0.44
C -2.396 -0.735 2.758 0.54
C -2.770 -2.087 3.299 -0.72
O -3.145 -0.224 1.904 -0.71
C -0.125 -0.691 3.937 0.53
C 1.215 -0.019 4.192 -0.70
O -0.247 -1.843 4.390 -0.72
H -0.169 1.888 3.100 0.18
H -1.452 1.648 1.894 0.20
H -1.884 1.980 3.559 0.19
H -1.985 -2.507 3.928 0.27
H -3.694 -1.989 3.880 0.20
H -2.979 -2.756 2.459 0.20
H 1.204 1.064 4.083 0.19
H 1.542 -0.276 5.206 0.21
H 1.945 -0.445 3.489 0.22
C -2.240 3.997 -4.720 -0.26
O -1.989 4.302 -3.326 -0.50
C -1.699 3.252 -2.518 0.31
C -1.630 1.915 -2.983 -0.29
C -1.189 0.927 -2.134 -0.12
C -0.738 1.212 -0.820 -0.15
C -0.127 0.173 -0.015 0.07
C 0.795 -0.703 -0.493 -0.35
C 1.355 -1.810 0.342 0.60
O 1.099 -2.075 1.513 -0.51
C 2.334 -2.498 -0.532 -0.15
C 2.453 -1.832 -1.759 -0.04
C 3.349 -2.255 -2.736 -0.21
C 4.154 -3.362 -2.453 -0.21
C 4.029 -4.037 -1.218 -0.20
C 3.110 -3.616 -0.258 -0.17
C 1.533 -0.657 -1.807 0.53
O 1.467 0.154 -2.724 -0.55
C -0.870 2.552 -0.364 -0.15
C -1.411 3.535 -1.161 -0.27
H -2.452 4.969 -5.167 0.19
H -1.354 3.542 -5.195 0.18
H -3.110 3.329 -4.819 0.18
H -1.884 1.668 -4.016 0.21
H -1.153 -0.098 -2.496 0.21
H -0.403 0.080 1.032 0.26
H 3.396 -1.723 -3.689 0.23
H 4.881 -3.714 -3.190 0.21
H 4.657 -4.906 -1.011 0.21
H 2.964 -4.117 0.695 0.24
H -0.474 2.814 0.621 0.23
H -1.574 4.546 -0.805 0.22
```

The value obtained for the highest occupied orbital energy is -2.95 eV. Its energy above the lowest of the compared OMol25 structures with the same formula, charge and spin is 17.7 kcal per mole. As for the total charge: -1. The total energy comes out at -1265.2482 Eh. As for the spin multiplicity: 1.



No. 6
The following is a quantum chemistry calculation of C23H22AsCl2NO2S4V as an isolated structure, from OMol25.

The geometry in XYZ format:
```
56
Properties=species:S:1:pos:R:3:mulliken_charge:R:1
V 1.618 1.213 -0.487 0.63
N 2.740 -0.774 -0.553 -0.22
C 3.285 -1.523 0.567 -0.61
C 3.645 -0.547 1.679 -0.47
C 2.327 0.174 2.055 0.48
O 1.460 -0.482 2.643 -0.67
O 2.212 1.363 1.631 -0.66
H 2.143 -1.360 -1.134 0.21
H 3.496 -0.491 -1.209 -0.09
H 4.159 -2.118 0.252 0.43
H 2.516 -2.212 0.941 0.15
H 4.391 0.164 1.312 0.12
H 4.039 -1.075 2.552 0.44
Cl 2.730 4.665 0.802 -0.16
C 3.986 3.463 0.516 -0.13
Cl 3.727 2.534 -0.970 -0.06
H 3.972 2.755 1.344 0.01
H 4.933 3.988 0.400 0.42
S 1.932 -0.926 -5.221 -0.47
C 2.387 -0.188 -3.783 -0.04
S 4.013 -0.190 -3.229 -0.54
S 1.157 0.692 -2.905 -0.17
S 0.020 3.180 -0.686 -0.60
C -1.483 2.440 -1.228 0.30
C -2.401 3.229 -1.932 -0.66
C -3.634 2.743 -2.308 -0.51
C -4.009 1.441 -1.992 -0.84
C -3.110 0.637 -1.308 0.03
C -1.863 1.116 -0.955 -0.18
As -0.599 0.069 0.070 1.36
C -0.834 -1.745 -0.578 0.06
C -1.010 -1.987 -1.937 -0.52
C -0.959 -3.287 -2.419 -0.76
C -0.733 -4.346 -1.557 -0.42
C -0.532 -4.106 -0.204 -0.81
C -0.566 -2.808 0.282 -0.30
C -1.597 0.121 1.741 0.50
C -1.435 1.275 2.499 -0.34
C -2.159 1.444 3.662 -0.69
C -3.042 0.465 4.088 -0.46
C -3.203 -0.687 3.338 -0.63
C -2.484 -0.858 2.165 -0.26
H -2.118 4.244 -2.181 0.39
H -4.310 3.385 -2.863 0.33
H -4.986 1.062 -2.272 0.36
H -3.382 -0.386 -1.053 0.32
H -1.136 -1.162 -2.629 0.43
H -1.063 -3.455 -3.484 0.39
H -0.684 -5.358 -1.943 0.35
H -0.324 -4.928 0.474 0.37
H -0.357 -2.619 1.332 0.51
H -0.727 2.035 2.175 0.27
H -2.024 2.345 4.247 0.37
H -3.602 0.600 5.004 0.34
H -3.890 -1.459 3.663 0.38
H -2.632 -1.762 1.580 0.33
```

The value obtained for the highest occupied orbital energy (spin up / spin down) is -0.80 / -0.79 eV. Its energy above the lowest of the compared OMol25 structures with the same formula, charge and spin is 0.0 kcal per mole. As for the total charge: -2. The total energy comes out at -6787.9526 Eh. As for the spin multiplicity: 4.



> Which of these has the highest spin multiplicity?

C23H22AsCl2NO2S4V



> Look up the energy above the lowest of the compared OMol25 structures with the same formula, charge and spin of the sixth one.

0.0 kcal per mole